Model i:
DFT (wB97M-V/def2-TZVPD) results for C36H49N9 as an isolated structure.

The geometry in ORCA input format:
```
! wB97M-V def2-TZVPD RIJCOSX def2/J DEFGRID3
* xyz 0 1
C 20.270 -30.430 -8.151
C 19.628 -29.344 -8.975
C 18.868 -29.876 -10.201
C 19.567 -30.234 -11.394
N 20.166 -30.502 -12.311
H 19.437 -30.870 -7.602
H 20.910 -29.908 -7.440
H 20.899 -31.208 -8.583
H 20.472 -28.725 -9.280
H 18.888 -28.744 -8.446
H 18.432 -29.069 -10.790
H 18.068 -30.594 -10.020
C 26.512 -25.625 -10.885
C 27.276 -26.978 -11.021
C 26.315 -28.149 -10.776
C 25.433 -28.427 -11.936
N 24.781 -28.559 -12.876
H 27.239 -24.826 -11.026
H 26.082 -25.624 -9.883
H 25.773 -25.558 -11.683
H 28.083 -27.009 -10.288
H 27.676 -27.131 -12.023
H 25.757 -28.047 -9.845
H 26.899 -29.064 -10.675
N 22.876 -28.315 -10.099
C 23.814 -29.305 -10.485
C 24.208 -29.925 -9.373
C 23.447 -29.448 -8.304
C 22.531 -28.556 -8.794
H 22.368 -27.773 -10.784
H 24.286 -29.270 -11.456
H 24.990 -30.659 -9.245
H 23.442 -29.920 -7.333
H 21.618 -28.140 -8.394
N 27.181 -30.698 -9.482
C 27.937 -29.869 -8.716
C 29.219 -29.861 -9.271
C 29.028 -30.097 -10.645
C 27.795 -30.749 -10.682
H 26.316 -31.099 -9.150
H 27.625 -29.563 -7.729
H 30.143 -29.591 -8.782
H 29.707 -29.767 -11.417
H 27.356 -31.364 -11.454
N 21.204 -31.588 -4.382
C 21.016 -30.315 -4.812
C 21.468 -30.144 -6.132
C 21.799 -31.450 -6.584
C 21.581 -32.300 -5.479
H 21.031 -31.952 -3.456
H 20.793 -29.581 -4.051
H 21.662 -29.214 -6.645
H 21.998 -31.735 -7.606
H 21.713 -33.368 -5.385
N 22.840 -31.788 -9.961
C 23.421 -32.991 -10.107
C 23.484 -33.358 -11.510
C 22.849 -32.322 -12.169
C 22.484 -31.340 -11.248
H 22.720 -31.318 -9.075
H 23.783 -33.546 -9.254
H 23.924 -34.243 -11.946
H 22.606 -32.274 -13.220
H 22.020 -30.365 -11.273
N 25.050 -27.979 -8.057
C 25.691 -27.884 -6.789
C 25.996 -26.591 -6.628
C 25.459 -25.750 -7.578
C 24.886 -26.665 -8.427
H 24.718 -28.828 -8.492
H 26.023 -28.791 -6.306
H 26.710 -26.209 -5.914
H 25.370 -24.676 -7.653
H 24.360 -26.484 -9.353
N 23.652 -32.099 -6.205
C 24.661 -31.295 -5.756
C 25.534 -31.274 -6.853
C 25.150 -32.090 -7.903
C 23.880 -32.550 -7.541
H 22.847 -32.450 -5.706
H 24.522 -30.869 -4.773
H 26.427 -30.692 -7.027
H 25.732 -32.134 -8.812
H 23.076 -33.046 -8.065
N 22.620 -26.145 -11.207
C 21.549 -26.576 -10.529
C 21.387 -25.784 -9.403
C 22.734 -25.215 -9.224
C 23.462 -25.474 -10.372
H 22.654 -26.022 -12.209
H 20.824 -27.010 -11.200
H 20.524 -25.570 -8.790
H 23.130 -24.725 -8.347
H 24.465 -25.188 -10.651
*
```

Properties
**HOMO level**: -7.06 eV
**Lowest unoccupied orbital energy**: 0.289 eV


Model ii:
DFT (wB97M-V/def2-TZVPD) results for a 9-piece molecular cluster, C36H49N9 overall.

The geometry in ORCA input format:
```
! wB97M-V def2-TZVPD RIJCOSX def2/J DEFGRID3
* xyz 0 1
C 14.634 -6.685 -12.146
C 13.897 -6.829 -13.345
C 14.603 -6.335 -14.417
N 15.840 -5.964 -13.891
C 15.862 -6.212 -12.571
H 14.415 -7.067 -11.166
H 12.902 -7.245 -13.417
H 14.438 -6.225 -15.473
H 16.660 -5.750 -14.426
H 16.785 -6.042 -12.032
C 20.350 0.182 -19.400
C 19.628 -0.528 -18.415
C 20.338 -0.395 -17.256
N 21.516 0.265 -17.492
C 21.476 0.694 -18.807
H 20.062 0.245 -20.438
H 18.763 -1.154 -18.551
H 20.031 -0.668 -16.257
H 22.269 0.361 -16.842
H 22.304 1.251 -19.212
C 19.340 -3.584 -20.132
C 19.713 -4.434 -21.211
C 20.241 -5.570 -20.635
N 20.181 -5.416 -19.266
C 19.535 -4.252 -18.955
H 18.948 -2.583 -20.183
H 19.643 -4.175 -22.253
H 20.712 -6.462 -21.010
H 20.565 -6.074 -18.616
H 19.436 -4.020 -17.909
C 17.626 -1.610 -15.128
C 18.405 -2.820 -15.074
C 18.117 -3.399 -13.846
N 17.377 -2.548 -13.108
C 17.049 -1.480 -13.892
H 17.459 -0.886 -15.908
H 18.832 -3.427 -15.856
H 18.421 -4.401 -13.585
H 17.095 -2.681 -12.155
H 16.346 -0.779 -13.468
C 15.688 3.005 -16.465
C 14.424 3.564 -16.588
C 13.477 2.590 -16.324
N 14.171 1.462 -16.013
C 15.518 1.679 -16.091
H 16.604 3.542 -16.649
H 14.144 4.581 -16.822
H 12.405 2.629 -16.406
H 13.721 0.629 -15.662
H 16.219 0.919 -15.796
C 11.444 -2.908 -19.529
C 10.298 -3.734 -19.589
C 10.239 -4.224 -20.869
N 11.316 -3.754 -21.553
C 12.084 -2.945 -20.756
H 11.756 -2.287 -18.703
H 9.663 -3.923 -18.741
H 9.558 -4.958 -21.265
H 11.412 -3.813 -22.551
H 12.859 -2.295 -21.122
C 16.658 -3.065 -23.466
C 16.161 -2.317 -24.593
C 15.630 -1.135 -24.116
N 15.703 -1.179 -22.757
C 16.387 -2.311 -22.380
H 17.079 -4.047 -23.581
H 16.167 -2.598 -25.634
H 15.213 -0.307 -24.661
H 15.483 -0.429 -22.128
H 16.600 -2.411 -21.327
C 16.219 -3.565 -18.369
C 15.217 -2.651 -17.647
C 14.567 -3.272 -16.402
C 13.903 -2.245 -15.590
N 13.405 -1.407 -14.998
H 16.817 -2.952 -19.034
H 15.616 -4.302 -18.897
H 16.809 -4.067 -17.604
H 14.468 -2.250 -18.332
H 15.736 -1.746 -17.317
H 15.284 -3.765 -15.744
H 13.792 -3.983 -16.699
C 16.254 -6.220 -21.263
C 15.489 -7.463 -21.679
C 15.592 -8.649 -20.735
C 15.381 -8.281 -19.317
N 15.232 -7.951 -18.230
H 15.661 -5.691 -20.512
H 16.284 -5.462 -22.045
H 17.249 -6.367 -20.843
H 15.643 -7.756 -22.720
H 14.441 -7.143 -21.724
H 16.580 -9.109 -20.813
H 14.882 -9.438 -20.982
*
```

Properties
**SMILES string**: c1cc[nH]c1.c1cc[nH]c1.c1cc[nH]c1.c1cc[nH]c1.c1cc[nH]c1.c1cc[nH]c1.c1cc[nH]c1.CCCC#N.CCCC#N
**HOMO level**: -7.77 eV
**Lowest unoccupied orbital energy**: 0.492 eV


Last place for stability: model i


Model i:
DFT (wB97M-V/def2-TZVPD) results for an isolated ion of composition C6H9N2O2 and charge +1.

The geometry in ORCA input format:
```
! wB97M-V def2-TZVPD RIJCOSX def2/J DEFGRID3
* xyz 1 1
C 2.681 0.586 -1.553
N 1.459 0.930 -0.857
C 1.014 2.116 -1.007
O 1.075 3.225 -1.307
C 0.677 -0.194 -0.184
C -0.629 0.388 0.460
O -0.809 1.552 0.132
N -1.398 -0.423 1.239
C -1.902 -1.789 1.289
C -2.804 -0.612 1.567
H 2.322 0.146 -2.424
H 3.193 1.590 -1.811
H 3.235 -0.276 -0.972
H 1.132 -0.755 0.529
H 0.556 -0.842 -1.019
H -1.584 -2.506 2.194
H -1.957 -2.476 0.499
H -3.343 -0.358 0.668
H -2.919 -0.302 2.556
*
```

Properties
**SMILES string**: C[N+](=C=O)CC(=O)N1CC1
**HOMO level**: -14.27 eV
**Lowest unoccupied orbital energy**: -4.004 eV


Model ii:
DFT (wB97M-V/def2-TZVPD) results for an isolated ion of composition C6H9N2O2 and charge +1.

The geometry in ORCA input format:
```
! wB97M-V def2-TZVPD RIJCOSX def2/J DEFGRID3
* xyz 1 1
C 3.323 -0.471 0.223
C 2.387 0.598 -0.538
O 2.810 1.800 -0.554
O 1.148 0.243 -1.216
C 0.062 1.078 -0.696
C -1.185 0.171 -0.217
N -1.513 -1.164 -0.674
C -2.701 -1.487 0.134
C -3.040 -0.252 1.047
N -2.032 0.779 0.784
H 3.072 -0.602 1.332
H 3.256 -1.477 -0.321
H 4.411 -0.077 0.169
H 0.418 1.641 0.258
H -0.256 1.885 -1.456
H -1.016 -1.735 -1.390
H -3.270 -2.474 0.112
H -3.911 -0.166 1.787
H -1.964 1.711 1.216
*
```

Properties
**SMILES string**: CC(=O)OCc1[nH]cc[nH+]1
**HOMO level**: -13.71 eV
**Lowest unoccupied orbital energy**: -4.109 eV


Last place for stability: model ii


Model i:
DFT (wB97M-V/def2-TZVPD) results for one molecule with the formula C2H3NS2.

The geometry in ORCA input format:
```
! wB97M-V def2-TZVPD RIJCOSX def2/J DEFGRID3
* xyz 0 1
S -0.631 0.763 1.980
C 0.604 0.310 1.018
N 0.536 -0.089 -0.297
C -0.724 -0.121 -0.958
S -2.251 -0.032 -0.504
H 1.650 0.261 1.452
H 1.234 -0.781 -0.718
H -0.418 -0.311 -1.972
*
```

Properties
**SMILES string**: S=CNC=S
**HOMO level**: -7.67 eV
**Lowest unoccupied orbital energy**: -0.457 eV


Model ii:
DFT (wB97M-V/def2-TZVPD) results for one molecule with the formula C2H3NS2.

The geometry in ORCA input format:
```
! wB97M-V def2-TZVPD RIJCOSX def2/J DEFGRID3
* xyz 0 1
S 2.159 -1.764 -0.071
C 1.082 -0.578 -0.286
C -0.313 -0.755 0.034
N -1.177 0.172 0.181
S -0.579 1.786 -0.125
H 1.216 0.515 -0.535
H -0.782 -1.757 0.149
H -1.606 2.381 0.654
*
```

Properties
**SMILES string**: S=C/C=N\S
**HOMO level**: -9.16 eV
**Lowest unoccupied orbital energy**: -1.481 eV


Model iii:
DFT (wB97M-V/def2-TZVPD) results for one molecule with the formula C2H3NS2.

The geometry in ORCA input format:
```
! wB97M-V def2-TZVPD RIJCOSX def2/J DEFGRID3
* xyz 0 1
C -0.063 -0.774 0.029
C -0.673 0.629 -0.024
N 1.142 -1.094 0.020
S 0.414 2.026 0.007
S 2.603 -0.585 -0.017
H -0.809 -1.559 0.091
H -1.268 0.666 -0.943
H -1.346 0.690 0.837
*
```

Properties
**HOMO level (alpha / beta)**: -8.33 / -8.33 eV
**Lowest unoccupied orbital energy (alpha / beta)**: -2.589 / -2.590 eV


Last place for stability: model iii